Entry 1:
10
Properties=species:S:1:pos:R:3:mulliken_charge:R:1 method="wB97M-V/def2-TZVPD" multiplicity=1 de_lowest_kcal_mol=85.3 total_charge=0 lumo_ev=0.63 fmax_ha_per_bohr=0.1098 energy_ha=-450.66728 gap_ha=0.40996
C -1.67012 1.15788 -0.58131 0.28
C -0.10180 -0.15956 0.42997 0.73
C 1.62371 -1.16669 -0.01960 0.09
H -2.66137 1.82610 -0.31793 0.29
H 2.16908 -1.96818 -0.67032 0.32
N 0.71881 0.05083 1.40799 -0.41
N 1.83672 -0.54968 1.03699 -0.26
O -1.01076 1.21283 -1.64382 -0.49
O -1.35272 0.21857 0.31257 -0.31
O 0.30009 -0.85086 -0.55637 -0.24

***

Entry 2:
36
Properties=species:S:1:pos:R:3:mulliken_charge:R:1 method="wB97M-V/def2-TZVPD" multiplicity=1 smiles="Cn1c(=O)c2c(nc(N/N=C/c3cccs3)n2C)n(C)c1=O" total_charge=0 lumo_ev=0.22 fmax_ha_per_bohr=0.0300 energy_ha=-1381.02210 gap_ha=0.28905
C -5.63273 -0.66744 0.00074 -1.17
N -4.18902 -0.49788 0.00025 -0.03
C -3.46312 -1.67905 -0.00058 0.67
O -4.01809 -2.75664 -0.00093 -0.67
N -2.08638 -1.57120 -0.00103 -0.04
C -1.51506 -0.34048 -0.00073 0.56
C -2.27032 0.81893 -0.00005 0.26
N -1.35248 1.85685 0.00021 -0.11
C -0.12765 1.26445 -0.00060 0.34
N -0.19314 -0.06166 -0.00104 -0.48
N 1.00375 2.01798 -0.00111 0.35
N 2.29656 1.65188 -0.00113 -0.97
C 2.65695 0.42262 -0.00024 -0.60
C 4.04924 0.09728 -0.00021 0.61
C 5.14098 0.93044 -0.00186 -0.51
C 6.36150 0.23502 -0.00106 -0.43
C 6.19685 -1.11657 0.00106 -0.45
S 4.54259 -1.56971 0.00246 -0.12
H 6.95120 -1.87812 0.00204 0.44
H 7.32452 0.71378 -0.00210 0.38
H 5.04529 2.00003 -0.00359 0.43
H 1.95001 -0.40301 0.00067 0.57
H 0.88670 3.02176 -0.00153 0.24
C -1.67420 3.25763 0.00047 -1.00
H -2.76038 3.34303 0.00489 0.33
H -1.27358 3.74807 0.89081 0.34
H -1.28116 3.74677 -0.89399 0.34
C -3.69447 0.81157 0.00103 0.47
O -4.43410 1.78202 0.00244 -0.74
C -1.26192 -2.75921 -0.00161 -1.12
H -0.62901 -2.76721 -0.88885 0.32
H -0.62818 -2.76746 0.88504 0.32
H -1.92433 -3.62231 -0.00144 0.41
H -6.07823 0.32459 -0.00183 0.37
H -5.93957 -1.22639 -0.88278 0.33
H -5.93981 -1.22160 0.88722 0.32

***

Entry 3:
27
Properties=species:S:1:pos:R:3:mulliken_charge:R:1 method="wB97M-V/def2-TZVPD" multiplicity=8 de_lowest_kcal_mol=21.4 total_charge=-2 lumo_ev="5.38 / 5.37" fmax_ha_per_bohr=0.0953 s_squared=15.76 energy_ha=-4432.35876 gap_ha="0.18088 / 0.23985"
C 1.14774 1.01650 -2.13250 -0.65
C 1.64573 1.72689 -0.99978 -0.65
C 2.43182 0.81928 -0.21047 -0.42
H 1.29634 2.70092 -0.67689 0.45
C 2.39826 -0.47454 -0.86275 -0.58
C 1.60154 -0.33441 -2.04918 -0.56
H 1.28472 -1.14259 -2.68865 0.40
H 0.46384 1.42111 -2.86362 0.55
H 2.69127 0.98502 0.83991 0.46
H 2.71472 -1.41400 -0.41708 0.39
Eu 0.05561 0.09571 0.26437 0.87
Br -0.24320 2.45374 1.96324 -0.76
C -2.42232 -0.79747 0.30217 -0.45
C -1.92721 -1.48616 -0.86904 -0.77
C -1.74965 -0.51268 -1.90158 -0.59
H -1.54360 -2.49671 -0.88996 0.31
C -2.10706 0.76852 -1.38292 -0.76
C -2.54155 0.59803 -0.02786 -0.52
H -2.67625 1.40639 0.68083 0.57
H -2.39839 -1.18845 1.32198 0.53
H -1.30954 -0.69254 -2.86552 0.53
H -1.94751 1.72597 -1.85949 0.40
O 1.68783 -0.16739 3.88168 -0.59
Cl 0.63834 -1.03707 3.55702 1.67
O 0.94112 -2.44795 3.69080 -0.66
O -0.56128 -0.62673 4.15254 -0.60
O 0.42868 -0.89937 2.04278 -0.59

***

Entry 4:
113
Properties=species:S:1:pos:R:3:mulliken_charge:R:1 method="wB97M-V/def2-TZVPD" multiplicity=1 de_lowest_kcal_mol=0.2 total_charge=+1 lumo_ev=-2.62 fmax_ha_per_bohr=0.0274 energy_ha=-3919.10834 gap_ha=0.25292
Pt -0.24236 0.22426 -0.00552 1.52
C -4.40957 0.36528 2.98513 -1.91
C -3.56638 0.42077 1.70667 2.57
C -3.89970 -0.80676 0.86033 -0.93
P -1.73258 0.60492 1.80717 -0.32
C -1.38197 2.28119 2.52670 1.52
C -1.93924 2.54049 3.92511 -1.57
C 0.13420 2.51848 2.51957 -1.83
C -1.08331 -0.55412 3.00386 0.25
C -1.68603 -0.92314 4.21387 -0.63
C -1.08677 -1.82552 5.07354 0.21
C -1.71962 -2.19362 6.39166 -1.66
C 0.11208 -2.40827 4.65555 -0.88
C 0.73470 -2.02381 3.48550 -0.31
C 0.17669 -1.02982 2.67383 0.11
N 0.83078 -0.51248 1.54763 -0.30
C 2.22712 -0.42410 1.52752 0.15
C 3.00841 -0.36640 2.68902 -0.63
C 4.38739 -0.34816 2.61168 -1.23
C 5.05850 -0.39872 1.38852 0.36
C 6.56484 -0.41183 1.31101 -1.49
C 4.28327 -0.39135 0.24411 -0.63
C 2.88634 -0.34940 0.30574 0.11
P 1.78539 -0.26949 -1.09876 0.14
C 2.06216 -1.87778 -1.97855 0.66
C 0.78658 -2.36850 -2.66001 -1.35
C 3.22852 -1.87490 -2.96504 -1.60
C 2.36465 1.14730 -2.16137 1.86
C 3.86547 1.32977 -2.39284 -1.81
C 1.83509 2.45703 -1.55830 -1.30
H -5.44896 0.54221 2.70131 0.46
H -4.14648 1.10964 3.72956 0.31
H -4.36548 -0.62438 3.43717 0.52
H -3.85317 1.31922 1.14999 -1.28
H -3.41707 -1.70129 1.26492 0.24
H -3.58687 -0.68046 -0.16833 -0.26
H -4.97767 -0.98162 0.86444 0.58
H -1.84571 2.97875 1.83057 -0.31
H -1.67135 1.74604 4.62293 0.32
H -3.01966 2.66430 3.92783 0.34
H -1.50838 3.46910 4.30432 0.46
H 0.63240 1.85271 3.22774 0.37
H 0.34465 3.54705 2.81828 0.64
H 0.57325 2.35094 1.53511 0.06
H -2.63505 -0.49540 4.50006 0.49
H -2.41287 -1.42195 6.72436 0.40
H -0.96348 -2.33390 7.16324 0.41
H -2.27785 -3.12892 6.31028 0.32
H 0.56805 -3.17776 5.26832 0.45
H 1.65460 -2.50358 3.17842 0.67
H 2.52592 -0.32044 3.65568 0.59
H 4.96353 -0.30575 3.52890 0.39
H 7.00350 -0.67887 2.27102 0.40
H 6.94953 0.57108 1.03192 0.29
H 6.91534 -1.12413 0.56363 0.37
H 4.78415 -0.42991 -0.71330 0.46
H 2.29119 -2.56447 -1.15976 0.63
H 0.38926 -1.63720 -3.36727 0.28
H 0.01583 -2.57787 -1.92492 0.19
H 0.98314 -3.29002 -3.21092 0.59
H 3.08201 -1.14466 -3.76271 0.26
H 3.29538 -2.86062 -3.42798 0.52
H 4.18332 -1.68044 -2.47958 0.29
H 1.87431 0.98129 -3.12050 -0.78
H 4.36459 1.62005 -1.46981 0.44
H 3.99992 2.14338 -3.10857 0.52
H 4.36063 0.45343 -2.79966 0.32
H 2.30099 2.63709 -0.58603 0.29
H 0.75655 2.44763 -1.41868 0.09
H 2.08529 3.29290 -2.21434 0.61
F 0.26996 2.87413 -8.03957 -0.26
C 0.45950 3.62471 -6.94343 0.80
F 1.78373 3.81550 -6.81776 -0.25
F -0.10438 4.81673 -7.16185 -0.28
C -0.09930 2.94518 -5.71821 0.14
C 0.41160 1.70298 -5.35912 -0.89
C -0.05601 1.08070 -4.22062 -0.61
C -1.04269 1.68005 -3.43300 0.31
C -1.56082 2.90941 -3.81363 -0.44
C -1.09150 3.54039 -4.96315 -0.97
P -1.52462 0.84787 -1.88707 2.65
C -2.36356 -0.64247 -2.53572 0.24
C -2.30192 -1.84138 -1.83628 -0.93
C -2.84113 -3.00508 -2.36833 -0.74
C -3.44042 -2.96900 -3.61426 0.12
C -3.53015 -1.77569 -4.32094 -1.22
C -2.99216 -0.62086 -3.78486 -0.22
C -3.98345 -4.22459 -4.24928 0.76
F -3.27029 -4.55369 -5.33917 -0.25
F -3.94850 -5.26878 -3.41285 -0.28
F -5.25521 -4.05825 -4.64244 -0.25
C -2.88746 1.92363 -1.32268 -0.22
C -4.22771 1.62474 -1.55764 -0.56
C -5.22129 2.46520 -1.08258 -1.31
C -4.87749 3.62232 -0.39807 0.12
C -3.54648 3.95346 -0.19665 -0.53
C -2.55428 3.09649 -0.65311 -0.56
C -5.98250 4.47397 0.17293 0.70
F -6.72602 3.76030 1.03867 -0.25
F -5.51026 5.53869 0.83204 -0.29
F -6.80799 4.91658 -0.78517 -0.26
H 1.17239 1.23427 -5.97091 0.49
H 0.33221 0.10825 -3.95040 0.16
H -2.34304 3.38777 -3.24054 0.44
H -1.50102 4.49549 -5.25968 0.56
H -1.81315 -1.86984 -0.87129 0.59
H -2.77835 -3.93441 -1.81944 0.58
H -4.01419 -1.75613 -5.28894 0.44
H -3.05352 0.30245 -4.34848 0.64
H -4.50086 0.72213 -2.08854 0.38
H -6.26472 2.21355 -1.22521 0.46
H -3.28737 4.85983 0.33367 0.57
H -1.51208 3.34508 -0.48034 0.45

***

> Look up the multiplicity of the second one.

1

***

Please write out number 3 again, unchanged.
27
Properties=species:S:1:pos:R:3:mulliken_charge:R:1 method="wB97M-V/def2-TZVPD" multiplicity=8 de_lowest_kcal_mol=21.4 total_charge=-2 lumo_ev="5.38 / 5.37" fmax_ha_per_bohr=0.0953 s_squared=15.76 energy_ha=-4432.35876 gap_ha="0.18088 / 0.23985"
C 1.14774 1.01650 -2.13250 -0.65
C 1.64573 1.72689 -0.99978 -0.65
C 2.43182 0.81928 -0.21047 -0.42
H 1.29634 2.70092 -0.67689 0.45
C 2.39826 -0.47454 -0.86275 -0.58
C 1.60154 -0.33441 -2.04918 -0.56
H 1.28472 -1.14259 -2.68865 0.40
H 0.46384 1.42111 -2.86362 0.55
H 2.69127 0.98502 0.83991 0.46
H 2.71472 -1.41400 -0.41708 0.39
Eu 0.05561 0.09571 0.26437 0.87
Br -0.24320 2.45374 1.96324 -0.76
C -2.42232 -0.79747 0.30217 -0.45
C -1.92721 -1.48616 -0.86904 -0.77
C -1.74965 -0.51268 -1.90158 -0.59
H -1.54360 -2.49671 -0.88996 0.31
C -2.10706 0.76852 -1.38292 -0.76
C -2.54155 0.59803 -0.02786 -0.52
H -2.67625 1.40639 0.68083 0.57
H -2.39839 -1.18845 1.32198 0.53
H -1.30954 -0.69254 -2.86552 0.53
H -1.94751 1.72597 -1.85949 0.40
O 1.68783 -0.16739 3.88168 -0.59
Cl 0.63834 -1.03707 3.55702 1.67
O 0.94112 -2.44795 3.69080 -0.66
O -0.56128 -0.62673 4.15254 -0.60
O 0.42868 -0.89937 2.04278 -0.59